The following is a DFT calculation (ωB97M-V/def2-TZVPD) of a structure of composition C3H4NO in a non-equilibrium geometry.

```
9
C3H4NO | the Open Molecules 2025 dataset | ωB97M-V/def2-TZVPD
C 2.177 -0.059 0.025
C 0.504 -0.756 -0.101
C 0.357 0.837 0.132
N 1.935 -1.230 0.041
O 1.700 1.387 -0.067
H -0.305 -1.124 0.521
H 0.200 -1.195 -1.209
H -0.222 1.237 -0.604
H -0.056 1.005 1.069
```

Values from the calculation:
Orbital gap (eV): 9.57
Energy above the lowest of the compared OMol25 structures with the same formula, charge and spin (kcal per mole): 122.9
E (a.u.): -246.1963
E_LUMO (eV): -7.942
Net charge: +1

Computed Löwdin charges, given in elementary charges: atom 1 (C): 0.145, atom 2 (C): -0.073, atom 3 (C): -0.053, atom 4 (N): 0.268, atom 5 (O): 0.112, atom 6 (H): 0.144, atom 7 (H): 0.214, atom 8 (H): 0.116, atom 9 (H): 0.127